ORCA calculation (wB97M-V/def2-TZVPD) on an isolated ion of composition C11H19N2O2 and charge +1.

The geometry in XYZ format:
```
34
Properties=species:S:1:pos:R:3
C -3.697 1.632 -1.033
N -2.581 1.004 -0.841
C -1.693 1.602 0.103
O -1.679 2.799 0.310
O -0.861 0.790 0.696
C -0.330 -0.448 0.281
C 1.174 -0.333 0.599
C 1.936 0.858 0.028
C 3.487 0.782 0.396
C 4.260 1.996 -0.187
C -0.556 -0.550 -1.208
N -0.919 -1.771 -1.541
C -1.131 -2.629 -0.405
C -1.056 -1.692 0.772
C -2.399 -1.493 1.391
H -4.345 1.098 -1.742
H -3.915 2.535 -0.624
H 1.247 -0.273 1.724
H 1.649 -1.333 0.228
H 1.614 1.743 0.555
H 1.696 1.069 -1.001
H 3.542 0.967 1.434
H 3.893 -0.048 -0.099
H 3.660 3.039 -0.237
H 4.760 1.682 -1.180
H 5.006 2.222 0.610
H -0.365 0.259 -1.920
H -1.076 -2.147 -2.440
H -0.433 -3.511 -0.441
H -2.041 -3.210 -0.549
H -0.401 -2.264 1.500
H -2.895 -2.391 1.481
H -3.227 -0.919 0.914
H -2.326 -1.068 2.427
```

Properties
ΔE to the lowest compared entry with this formula, charge and spin = 85.4 kcal/mol
charge = +1
structure (SMILES) = C=NC(=O)O[C@]1(CCCC)C=[NH+]C[C@@H]1C
E_LUMO = -0.1595 hartree